[1]
19
Properties=species:S:1:pos:R:3:lowdin_spin:R:1 method="wB97M-V/def2-TZVPD" multiplicity=3 homo_lumo_gap_ev="5.9 / 5.0" e_lumo_ev="1.10 / -3.01" fmax_ev_per_a=4.88 s_squared=2.006
C 0.28605 -1.24106 -1.36865 0.334
C -0.90888 -0.81791 -1.77040 0.269
C 0.78446 -0.74679 -0.06840 0.159
C -0.04508 0.15143 0.50684 0.196
C 1.91878 -1.36777 0.56034 0.030
C 0.14179 0.63857 2.20023 0.013
C -1.59500 1.91860 -1.16262 0.180
P -1.59079 0.18736 -0.45278 0.731
H 0.74025 -2.18624 -1.76878 0.018
H -1.47107 -1.01337 -2.56036 0.016
H 2.37076 -0.61656 1.16606 0.003
H 2.55007 -1.85626 -0.16293 0.000
H 1.38772 -2.08453 1.13005 0.010
H 0.80847 1.54485 2.17297 0.002
H 0.58124 -0.17427 2.76455 0.003
H -0.93498 0.88667 2.61583 0.003
H -2.37519 1.78014 -1.92857 0.005
H -0.67535 2.41925 -1.45180 0.021
H -1.97323 2.57791 -0.42158 0.006

[2]
96
Properties=species:S:1:pos:R:3:mulliken_charge:R:1 method="wB97M-V/def2-TZVPD" total_charge=-1 homo_lumo_gap_ev=3.6 e_lumo_ev=1.16 fmax_ev_per_a=0.40
Pd 0.32875 -0.02688 1.61715 0.022
C -2.02993 4.88284 0.20370 -0.596
C -0.73101 4.42043 0.02591 -0.245
C -0.25585 3.35008 0.76073 0.435
C -1.05464 2.70591 1.71600 -0.595
C -2.37156 3.16413 1.86480 -0.105
C -2.84542 4.23525 1.12230 -0.782
N -0.52934 1.63098 2.42094 -0.096
C -0.70450 1.50319 3.79108 1.000
C -1.31689 2.40941 4.65690 -0.726
C -1.47210 2.12327 6.01704 -0.808
C -1.00280 0.93300 6.54162 -0.578
C -0.32691 0.03197 5.71559 -0.478
C -0.13822 0.32251 4.36760 -0.284
N 0.60448 -0.43317 3.48894 -0.106
N 0.90360 -1.74366 3.82913 -0.829
C 1.18010 -2.45876 2.78603 -0.227
C 1.49340 -3.86533 2.89758 -0.591
C 1.70949 -4.61000 1.78316 -0.649
C 1.65359 -4.00988 0.49447 -0.468
C 1.36192 -2.66744 0.42789 -0.224
N 1.09379 -1.90558 1.49465 0.514
H -2.40285 5.71975 -0.37427 0.388
H -0.07915 4.89466 -0.69935 0.371
H 0.74765 2.97403 0.60379 -0.076
H -3.02984 2.65624 2.55793 0.547
H -3.87126 4.56007 1.25996 0.336
H -1.69575 3.34577 4.27104 0.483
H -1.97548 2.84223 6.65380 0.361
H -1.13692 0.70448 7.59331 0.361
H 0.09514 -0.88488 6.10663 0.416
H 1.56401 -4.28432 3.89370 0.496
H 1.95145 -5.66379 1.88081 0.346
H 1.85420 -4.57583 -0.40311 0.451
H 1.29231 -2.14608 -0.51888 -0.042
C -1.11488 3.05982 -2.74221 -1.527
C -0.90861 2.10268 -3.90825 2.040
C -2.24470 1.52074 -4.35798 -1.932
C -0.21208 2.81992 -5.06106 -1.902
O -0.08234 0.99337 -3.55928 0.560
Si 0.78366 0.61798 -2.20567 -0.721
S -0.50149 0.17633 -0.65479 -0.339
O 1.77334 -0.61589 -2.71541 0.529
C 1.57007 -1.65666 -3.66908 1.747
C 0.20318 -2.31417 -3.48572 -1.190
C 2.68661 -2.66733 -3.42747 -1.574
C 1.69976 -1.07939 -5.07736 -1.719
O 1.80637 1.88422 -1.94527 0.126
C 3.12949 1.95114 -1.41611 1.921
C 3.30322 0.99343 -0.24279 -1.111
C 4.11802 1.62136 -2.53283 -1.677
C 3.32097 3.39090 -0.95466 -1.733
H -1.74040 3.90041 -3.05381 0.583
H -0.15573 3.45038 -2.40030 0.130
H -1.59082 2.56100 -1.89859 0.300
H -2.92523 2.31059 -4.68481 0.430
H -2.70322 0.98147 -3.52778 0.306
H -2.09053 0.82446 -5.18540 0.360
H -0.80637 3.66726 -5.41158 0.460
H -0.05674 2.13111 -5.89418 0.356
H 0.76051 3.18539 -4.72749 0.242
H 0.09511 -2.68668 -2.46661 0.087
H 0.09302 -3.14973 -4.18252 0.519
H -0.59528 -1.59392 -3.67037 0.071
H 2.64192 -3.04761 -2.40890 0.154
H 3.65639 -2.18564 -3.56704 0.311
H 2.60984 -3.50672 -4.12291 0.419
H 0.94441 -0.31238 -5.23787 0.084
H 1.57820 -1.86713 -5.82595 0.500
H 2.68730 -0.63047 -5.20371 0.315
H 3.21220 -0.04422 -0.56967 0.144
H 2.54200 1.17625 0.51810 -0.018
H 4.28708 1.12562 0.21336 0.538
H 3.93475 0.61306 -2.90185 0.039
H 5.14574 1.68383 -2.16540 0.461
H 3.99867 2.32545 -3.35928 0.359
H 2.62933 3.62639 -0.14448 0.336
H 3.12796 4.07390 -1.78430 0.303
H 4.34104 3.55009 -0.59839 0.411
N -2.97512 -4.47638 2.60599 -0.187
C -2.97471 -3.89061 1.21062 -1.130
C -1.92454 -2.80777 1.20891 0.447
N -2.28042 -1.80933 2.19895 -0.109
C -2.26429 -2.35150 3.54806 -0.036
C -3.30989 -3.43787 3.65296 -1.058
H -2.02069 -4.80713 2.79187 0.388
H -3.60167 -5.27437 2.67002 0.351
H -3.97709 -3.50114 1.03684 0.385
H -2.74565 -4.70426 0.52385 0.455
H -1.85422 -2.33372 0.22803 0.173
H -0.95700 -3.29220 1.40013 -0.099
H -1.56443 -1.06677 2.16770 0.332
H -2.46910 -1.55993 4.26986 0.385
H -1.28139 -2.76670 3.82739 0.150
H -4.30755 -3.07295 3.40989 0.393
H -3.30741 -3.94261 4.61808 0.441

[3]
17
Properties=species:S:1:pos:R:3:mulliken_charge:R:1 method="wB97M-V/def2-TZVPD" homo_lumo_gap_ev=9.8 smiles="C1=C[C@H]2OC[C@@H]3[C@H]2O[C@H]13" e_lumo_ev=0.68 fmax_ev_per_a=8.73
C 0.99520 1.20375 -0.70733 -0.728
C -0.09693 1.59375 0.07992 -0.600
C -0.75707 0.55974 0.88968 0.156
O -1.89746 -0.03016 0.19929 -0.435
C -1.33062 -0.65248 -0.98685 -0.580
C 0.18990 -1.03813 -0.54195 -0.552
C 0.15870 -0.63186 1.02719 -0.361
O 1.62562 -0.59235 0.83130 -0.495
C 1.32344 -0.23606 -0.71013 0.404
H 1.31991 1.98574 -1.17588 0.601
H -0.35247 2.68119 0.15262 0.337
H -1.05326 0.83281 1.89817 0.480
H -1.85786 -1.59047 -1.36616 0.333
H -1.32684 0.25134 -1.72796 0.282
H 0.26872 -2.17297 -0.76006 0.406
H 0.00603 -1.42588 1.79719 0.427
H 2.27481 -0.37393 -1.36596 0.326

[4]
16
Properties=species:S:1:pos:R:3:lowdin_spin:R:1 method="wB97M-V/def2-TZVPD" multiplicity=8 total_charge=+1 homo_lumo_gap_ev="5.7 / 5.8" e_lumo_ev="-5.43 / -5.28" fmax_ev_per_a=1.94 s_squared=15.760
O 0.49332 -2.12509 0.31314 -0.001
C 1.36634 -1.18621 0.07163 -0.002
O 2.00176 -0.68512 1.05027 -0.018
Eu 3.37242 0.75420 -0.25485 7.036
O 1.60512 -0.76412 -1.10298 -0.014
C -0.13476 -2.77570 -0.81066 0.000
H 0.52604 -3.56784 -1.18408 0.000
H -1.09947 -3.20784 -0.52051 0.000
H -0.26544 -2.00509 -1.57463 0.000
C -3.15454 -0.56650 1.12008 0.000
C -3.71879 -1.05083 0.00912 0.000
O -2.97073 0.73757 1.42559 0.000
H -2.88547 -1.20921 1.96082 0.000
H -3.96622 -0.40803 -0.83846 0.000
H -3.92478 -2.11837 -0.05998 0.000
H -3.19344 1.30133 0.67523 0.000

[5]
16
Properties=species:S:1:pos:R:3:mulliken_charge:R:1 method="wB97M-V/def2-TZVPD" homo_lumo_gap_ev=12.7 smiles=CC.CC e_lumo_ev=1.12 fmax_ev_per_a=1.22
C 0.67375 1.19835 0.70851 -0.671
C 1.42299 2.51510 0.83513 -1.005
H 0.11160 1.11816 -0.22378 0.224
H 1.38420 0.37312 0.68898 0.269
H -0.04023 1.07484 1.52168 0.291
H 1.85829 2.84975 -0.11429 0.286
H 2.30575 2.39663 1.47126 0.279
H 0.88760 3.38912 1.20348 0.308
C -1.45522 -1.69154 -0.15565 -0.518
C -0.63479 -2.00930 -1.40414 -0.895
H -1.22336 -2.39114 0.64914 0.250
H -1.16336 -0.74570 0.30865 0.017
H -2.49906 -1.62650 -0.44793 0.295
H -0.57225 -1.13954 -2.06679 0.266
H 0.40546 -2.27350 -1.20991 0.285
H -1.10061 -2.80577 -1.98321 0.319

[6]
27
Properties=species:S:1:pos:R:3:mulliken_charge:R:1 method="wB97M-V/def2-TZVPD" homo_lumo_gap_ev=8.9 e_lumo_ev=0.14 fmax_ev_per_a=5.20
C -1.75024 0.72647 -0.15626 -0.402
C -1.60346 -1.50298 0.53708 -0.430
C -2.97067 0.34596 -0.71636 -0.292
C -2.82364 -1.77302 0.03828 -0.373
C -0.95580 -0.23829 0.43173 0.485
C 1.29594 2.47589 -0.34899 -0.387
C 0.76207 2.42630 0.94691 -0.247
C 1.60777 1.33453 -1.06567 -0.622
C 0.51769 1.30743 1.65990 -0.705
C 1.36528 0.00328 -0.65521 0.080
C 0.32008 0.06127 1.05699 1.233
C 2.22357 -2.21411 -0.56540 -0.647
N -3.48830 -0.86539 -0.67983 -0.625
O 2.51524 -0.81398 -0.67902 -0.444
F 0.74872 -0.98154 1.92439 -0.431
H -1.41932 1.65661 -0.50831 0.360
H -1.16287 -2.11655 1.41274 0.252
H -3.55876 1.22456 -1.13236 0.291
H -3.29811 -2.75550 -0.02929 0.390
H 1.16949 3.43208 -0.94475 0.309
H 0.80521 3.42675 1.51875 0.270
H 2.14413 1.35195 -2.01623 0.388
H 0.31289 1.42355 2.75772 0.255
H 0.53648 -0.45918 -1.16644 0.468
H 1.62706 -2.56844 -1.36751 0.290
H 1.82904 -2.23945 0.38414 0.286
H 3.25053 -2.66821 -0.63700 0.248

The records above yield relative energy (zero: lowest compared OMol25 entry of this formula, charge and spin) values of 46.1, 0.1, 109.1, 13.0, 4.5, 18.0 kcal/mol, respectively.